(1)
15
Properties=species:S:1:pos:R:3:lowdin_charge:R:1 method="wB97M-V/def2-TZVPD" total_energy_ev=-9407.0304 relative_energy_kcal_mol=64.6 lumo_energy_ev=0.61 max_force_ha_per_bohr=0.0095 homo_lumo_gap_ev=9.5
C 0.8153 1.1628 -1.0089 -0.0125
C 0.4042 -1.0684 1.3858 -0.0598
O 1.0421 -0.1659 2.1076 0.0098
C -0.9104 -0.4527 0.9733 -0.2339
C -1.0714 -0.5675 -0.5575 -0.1360
C 0.1899 -0.1861 -1.3184 -0.4669
O 0.6619 -0.9092 -2.1680 0.0759
H 0.5050 1.5756 -0.0457 0.0667
H 1.9042 1.0765 -1.0420 0.0903
H 0.5149 1.8634 -1.7965 0.0917
H 1.8974 -0.5462 2.3638 0.1075
H -1.6921 -1.0639 1.4445 0.1166
H -1.0352 0.5817 1.3258 0.1047
H -1.3324 -1.5855 -0.8551 0.1194
H -1.8799 0.1030 -0.8809 0.1266


(2)
15
Properties=species:S:1:pos:R:3:lowdin_charge:R:1 method="wB97M-V/def2-TZVPD" total_energy_ev=-9400.9807 relative_energy_kcal_mol=204.1 lumo_energy_ev="-0.86 / -1.01" max_force_ha_per_bohr=0.0710 homo_lumo_gap_ev="7.6 / 7.0"
O -3.1927 0.7465 0.2165 -0.0974
C -2.3157 -0.3813 0.5660 -0.1932
C -0.9348 -0.4237 -0.1612 -0.1193
O 0.0940 0.5981 0.2729 -0.0349
C 1.2073 0.2714 -0.3852 -0.2252
C 2.6026 0.3612 -0.1341 -0.2592
C 3.4297 1.3026 0.3225 0.0414
H -2.7627 1.6445 0.2965 0.1134
H -2.8444 -1.3959 0.3506 0.1531
H -2.0929 -0.3956 1.6433 0.1123
H -1.0744 -0.2484 -1.2271 0.1199
H -0.4184 -1.4021 -0.0350 0.1313
H 0.9772 -0.1798 -1.3325 0.0760
H 2.7877 -1.5188 -0.7762 0.1473
H 4.5376 1.0212 0.3833 0.0346


(3)
15
Properties=species:S:1:pos:R:3:lowdin_charge:R:1 method="wB97M-V/def2-TZVPD" total_energy_ev=-9408.7667 relative_energy_kcal_mol=24.6 lumo_energy_ev=0.80 max_force_ha_per_bohr=0.0103 homo_lumo_gap_ev=10.3
C -1.6510 -0.6640 -0.1549 -0.0022
C -0.4626 0.2789 -0.1485 -0.5072
O -0.9667 1.5567 -0.4707 0.0150
C 0.4918 0.2310 1.0849 -0.0880
C 1.6664 -0.2797 0.2120 -0.0666
C 0.7465 -0.1701 -1.0084 -0.3313
O 0.9023 -0.2972 -2.1914 0.1307
H -2.3690 -0.3467 0.6086 0.0925
H -2.1356 -0.6097 -1.1335 0.0935
H -1.3669 -1.7022 0.0425 0.0929
H -0.2416 2.1106 -0.7888 0.1086
H 0.6396 1.2375 1.4836 0.1140
H 0.1869 -0.4279 1.9023 0.1123
H 2.5394 0.3795 0.1542 0.1178
H 2.0207 -1.2966 0.4082 0.1180